{
  "formula": "C36H42ClN5OPSTeZr",
  "method": "ωB97M-V/def2-TZVPD",
  "symbols": ["Zr", "Cl", "C", "C", "C", "C", "C", "C", "P", "C", "C", "C", "C", "C", "C", "C", "C", "C", "C", "C", "C", "H", "H", "H", "H", "H", "H", "H", "H", "H", "H", "H", "H", "H", "H", "C", "C", "C", "C", "C", "C", "C", "C", "C", "S", "C", "N", "H", "H", "H", "H", "H", "H", "H", "H", "C", "N", "C", "C", "N", "N", "C", "C", "H", "H", "H", "H", "H", "H", "H", "H", "H", "H", "H", "H", "H", "Te", "C", "N", "C", "C", "O", "H", "H", "H", "H", "H", "H", "H"],
  "coordinates": [[-0.043, 2.185, 0.861], [-3.308, -1.821, 0.918], [-2.595, -3.298, 0.204], [-3.438, -4.378, 0.118], [-2.979, -5.568, -0.378], [-1.688, -5.713, -0.829], [-0.871, -4.613, -0.763], [-1.282, -3.413, -0.234], [-0.149, -1.961, -0.282], [0.064, -1.785, -2.102], [0.986, -0.857, -2.627], [1.106, -0.663, -4.006], [0.285, -1.379, -4.880], [-0.684, -2.196, -4.379], [-0.821, -2.437, -3.006], [1.369, -2.765, 0.302], [2.499, -3.012, -0.511], [3.619, -3.586, 0.020], [3.680, -3.901, 1.378], [2.590, -3.637, 2.200], [1.435, -3.094, 1.666], [-4.482, -4.286, 0.474], [-3.660, -6.413, -0.337], [-1.394, -6.651, -1.251], [0.164, -4.682, -1.131], [1.516, -0.221, -1.934], [1.767, 0.028, -4.441], [0.424, -1.179, -5.947], [-1.437, -2.650, -5.057], [-1.635, -3.054, -2.682], [2.525, -2.672, -1.546], [4.501, -3.723, -0.604], [4.583, -4.286, 1.814], [2.661, -3.908, 3.267], [0.610, -2.976, 2.349], [-1.515, 4.423, -1.095], [-0.063, 4.293, -1.487], [0.421, 5.230, -2.424], [1.760, 5.183, -2.729], [2.672, 4.258, -2.206], [4.074, 4.332, -2.444], [4.884, 3.423, -1.795], [4.363, 2.495, -0.878], [3.005, 2.379, -0.549], [2.434, 1.384, 0.770], [2.129, 3.322, -1.242], [0.784, 3.378, -0.936], [-2.054, 5.009, -1.859], [-1.626, 4.924, -0.141], [-2.071, 3.486, -0.962], [-0.179, 5.998, -2.864], [2.116, 5.928, -3.398], [4.458, 5.108, -3.096], [5.950, 3.516, -1.990], [5.055, 1.897, -0.319], [-1.605, 1.378, 5.535], [-1.466, 0.830, 4.189], [-2.710, 0.840, 3.406], [-0.284, 0.483, 3.645], [-0.082, 0.479, 2.313], [0.656, -0.006, 4.496], [2.083, 0.009, 4.144], [0.307, -0.779, 5.666], [-2.013, 2.397, 5.461], [-0.672, 1.426, 6.015], [-2.311, 0.794, 6.135], [-3.496, 0.334, 3.918], [-2.506, 0.324, 2.506], [-3.019, 1.838, 3.239], [0.644, -0.199, 2.090], [2.347, 0.928, 3.654], [2.347, -0.775, 3.420], [2.643, -0.128, 5.064], [-0.776, -0.924, 5.657], [0.541, -0.230, 6.577], [0.734, -1.760, 5.661], [-0.774, 4.167, 2.254], [-2.772, 1.250, -3.905], [-2.592, 1.065, -2.436], [-3.778, 0.767, -1.639], [-1.436, 1.261, -1.864], [-1.250, 1.210, -0.611], [-2.702, 0.279, -4.434], [-1.997, 1.934, -4.239], [-3.720, 1.723, -4.081], [-3.535, 0.033, -0.866], [-4.588, 0.411, -2.266], [-4.111, 1.696, -1.156], [-0.620, 1.539, -2.553]],
  "forces_ev_per_a": [[0.98, -1.82, 0.12], [0.66, -0.66, -0.37], [-0.19, 0.48, 0.22], [-1.49, 0.38, 0.68], [-0.71, -0.92, 0.24], [-0.39, 0.09, -0.06], [1.48, -0.64, -0.43], [-0.12, 1.46, 0.19], [-0.33, 0.24, 0.07], [-0.70, -0.46, -0.69], [-0.58, -0.06, -0.27], [-1.01, -1.12, 0.75], [0.93, 1.08, -0.38], [-1.66, -1.09, -0.02], [1.22, 1.24, -0.24], [0.78, -0.24, -0.13], [-1.14, 0.73, 0.06], [1.03, -0.22, 0.62], [-0.23, 0.35, -0.13], [0.51, -0.58, 0.28], [0.21, -0.05, -0.33], [0.79, -0.09, -0.24], [0.11, 0.01, -0.27], [0.42, -0.29, -0.10], [-0.50, 0.00, 0.17], [0.45, -0.01, 0.13], [0.96, 0.84, -0.13], [-0.31, -0.31, 0.33], [0.72, 0.19, 0.44], [-0.10, -0.29, 0.26], [-0.21, -0.25, 0.18], [-0.19, -0.10, 0.10], [0.23, -0.21, 0.00], [-0.18, 0.26, -0.61], [-0.44, 0.29, -0.13], [-0.43, -0.20, -0.65], [0.70, -0.14, -0.12], [1.18, -1.03, 0.55], [-0.50, 0.14, -0.11], [-0.26, -0.62, 1.33], [-0.51, -0.85, 0.42], [-0.25, 1.01, -0.72], [-0.93, -0.18, 0.39], [0.34, 1.80, -1.08], [-0.57, 0.22, -0.25], [0.41, 0.18, -0.49], [-0.76, 0.53, -0.15], [0.31, -0.24, 0.20], [0.17, 0.28, 0.07], [0.31, 0.15, -0.07], [-0.47, 0.12, -0.01], [0.48, 0.51, -0.57], [0.05, -0.16, -0.01], [-0.11, -0.35, 0.31], [0.23, -0.36, 0.11], [-1.21, 0.37, -0.74], [-0.50, 0.03, -0.10], [1.32, -0.08, 0.60], [-0.22, -0.72, 0.04], [0.05, 0.65, 0.57], [0.63, 0.17, -0.50], [-0.54, -0.51, -0.39], [-1.36, 0.67, 0.17], [0.14, -0.19, -0.07], [1.08, 0.14, 0.60], [0.15, -0.09, -0.10], [-0.46, -0.54, 0.70], [0.02, -0.33, -1.07], [-0.28, 1.12, -0.42], [-0.09, -0.01, -0.08], [0.08, 0.61, 0.06], [-0.05, -0.16, 0.32], [0.15, 0.07, -0.06], [0.20, -0.09, 0.10], [0.26, -0.25, 0.17], [0.67, -0.50, -0.07], [-0.23, 0.50, 0.99], [0.86, -0.59, 0.67], [-0.42, -0.14, -0.73], [0.03, 0.28, 0.62], [0.30, 0.33, 0.03], [-0.48, 0.07, -0.74], [-0.07, 0.56, 0.32], [0.11, -0.13, -0.24], [-0.45, 0.09, -0.01], [-0.09, 0.15, -0.22], [0.13, -0.14, -0.16], [0.01, -0.23, 0.00], [-0.14, -0.19, 0.34]],
  "homo_ev": -9.6,
  "total_charge": 1,
  "homo_lumo_gap_ev": 6.792
}